[1]
{
  "formula": "C32H38N10O7W",
  "method": "wB97M-V/def2-TZVPD",
  "elements": ["W", "O", "C", "O", "C", "C", "C", "N", "C", "C", "C", "C", "C", "C", "C", "N", "C", "C", "C", "C", "C", "N", "H", "H", "H", "H", "H", "H", "H", "H", "H", "H", "N", "C", "O", "C", "C", "H", "H", "H", "H", "H", "H", "N", "C", "C", "C", "C", "N", "C", "N", "N", "C", "O", "O", "H", "H", "H", "H", "H", "H", "H", "H", "H", "H", "H", "H", "H", "H", "O", "C", "N", "C", "O", "C", "C", "C", "C", "N", "C", "H", "H", "H", "H", "H", "H", "H", "H"],
  "xyz": [[-0.908, 0.482, 1.515], [3.820, -4.810, 2.497], [3.146, -4.158, 1.723], [3.141, -4.051, 0.457], [2.146, -3.119, 2.230], [0.778, -3.391, 2.155], [-0.110, -2.350, 2.128], [0.305, -1.066, 2.199], [1.581, -0.822, 2.557], [2.525, -1.820, 2.575], [1.811, 0.600, 2.845], [2.935, 1.096, 3.483], [3.012, 2.451, 3.746], [1.965, 3.272, 3.351], [0.881, 2.715, 2.707], [0.800, 1.399, 2.459], [-1.560, -2.483, 1.925], [-2.234, -3.688, 1.958], [-3.592, -3.705, 1.698], [-4.233, -2.510, 1.421], [-3.500, -1.341, 1.419], [-2.184, -1.318, 1.671], [0.441, -4.410, 2.020], [3.564, -1.599, 2.787], [3.723, 0.420, 3.787], [3.872, 2.863, 4.257], [1.985, 4.337, 3.536], [0.058, 3.317, 2.354], [-1.698, -4.602, 2.175], [-4.139, -4.639, 1.704], [-5.290, -2.476, 1.198], [-3.960, -0.393, 1.194], [-4.585, 2.628, 2.335], [-3.395, 2.043, 2.347], [-2.921, 1.547, 1.300], [-2.593, 1.988, 3.608], [-1.678, 0.765, 3.554], [-5.090, 2.724, 1.469], [-4.964, 3.052, 3.164], [-3.245, 2.002, 4.484], [-2.013, 2.917, 3.641], [-2.243, -0.115, 3.863], [-0.881, 0.881, 4.290], [1.200, 0.281, -0.273], [1.044, 1.406, -1.195], [2.292, 2.302, -1.155], [2.255, 3.613, -1.947], [1.810, 3.509, -3.396], [2.743, 2.665, -4.163], [2.554, 2.320, -5.430], [3.499, 1.651, -6.096], [1.412, 2.628, -6.040], [-0.193, 2.233, -0.838], [-0.705, 2.962, -1.660], [-0.598, 2.166, 0.414], [2.024, 0.421, 0.298], [1.353, -0.603, -0.756], [0.881, 1.028, -2.206], [3.146, 1.691, -1.461], [2.469, 2.561, -0.105], [3.249, 4.066, -1.915], [1.581, 4.321, -1.465], [1.785, 4.507, -3.838], [0.809, 3.080, -3.430], [3.658, 2.508, -3.773], [4.391, 1.453, -5.678], [3.384, 1.411, -7.066], [0.685, 3.125, -5.555], [1.249, 2.374, -6.999], [1.502, -2.641, -1.151], [0.860, -3.438, -2.110], [-0.261, -4.221, -1.614], [-1.577, -3.873, -1.579], [-2.469, -4.678, -1.384], [-1.938, -2.414, -1.690], [-3.115, -2.009, -2.309], [-3.492, -0.678, -2.217], [-2.739, 0.190, -1.440], [-1.633, -0.203, -0.800], [-1.237, -1.474, -0.969], [2.153, -3.166, -0.609], [1.562, -4.140, -2.558], [0.494, -2.768, -2.888], [-0.104, -5.202, -1.433], [-3.720, -2.734, -2.840], [-4.383, -0.317, -2.712], [-3.017, 1.229, -1.309], [-0.338, -1.774, -0.449]],
  "relative_energy_kj_mol": 0.0,
  "spin_multiplicity": 3,
  "homo_energy_ev": [-11.83, -12.57],
  "s_squared": 2.017,
  "gap_ev": [6.373, 6.716],
  "charge": 2
}

---

[2]
{
  "formula": "C32H38N9PtS4",
  "method": "wB97M-V/def2-TZVPD",
  "elements": ["Pt", "C", "C", "N", "C", "S", "N", "N", "C", "C", "C", "C", "C", "C", "C", "N", "H", "H", "H", "H", "H", "H", "H", "H", "H", "H", "H", "H", "H", "S", "C", "N", "C", "C", "N", "C", "C", "C", "C", "C", "C", "C", "C", "S", "C", "C", "C", "C", "C", "C", "C", "H", "H", "H", "H", "H", "H", "H", "H", "H", "H", "H", "H", "H", "H", "H", "H", "H", "H", "C", "C", "C", "N", "N", "C", "N", "S", "H", "H", "H", "H", "H", "H", "H"],
  "xyz": [[0.149, -0.094, 0.238], [-3.280, 5.405, 2.117], [-2.105, 4.528, 1.733], [-2.461, 3.607, 0.677], [-1.731, 2.551, 0.354], [-0.283, 2.278, 1.294], [-2.138, 1.780, -0.634], [-1.488, 0.717, -1.021], [-2.072, -0.159, -1.806], [-3.515, -0.051, -2.142], [-1.238, -1.234, -2.334], [-1.557, -1.923, -3.510], [-0.667, -2.861, -4.007], [0.515, -3.106, -3.325], [0.749, -2.414, -2.144], [-0.098, -1.515, -1.674], [-3.049, 5.952, 3.028], [-4.172, 4.810, 2.297], [-3.488, 6.134, 1.336], [-1.750, 3.937, 2.591], [-1.258, 5.147, 1.409], [-3.294, 3.816, 0.137], [-4.056, 0.320, -1.273], [-3.929, -1.007, -2.446], [-3.681, 0.672, -2.942], [-2.463, -1.693, -4.047], [-0.888, -3.388, -4.921], [1.237, -3.820, -3.689], [1.638, -2.597, -1.557], [1.504, -1.237, 1.913], [0.343, -2.149, 2.848], [0.747, -2.811, 3.964], [-0.275, -3.446, 4.772], [-1.303, -4.110, 3.862], [-1.853, -3.120, 2.968], [-3.268, -3.148, 2.685], [-4.036, -2.725, 3.913], [-4.845, -3.635, 4.585], [-5.560, -3.231, 5.697], [-5.440, -1.924, 6.163], [-4.648, -1.006, 5.483], [-3.933, -1.409, 4.373], [-1.007, -2.194, 2.462], [-1.660, -1.057, 1.331], [2.119, -3.017, 4.363], [2.489, -4.473, 4.151], [2.496, -5.000, 2.855], [2.888, -6.307, 2.635], [3.242, -7.111, 3.711], [3.248, -6.588, 5.002], [2.847, -5.282, 5.225], [-0.769, -2.694, 5.403], [0.194, -4.193, 5.412], [-2.111, -4.548, 4.449], [-0.812, -4.900, 3.278], [-3.546, -4.162, 2.391], [-3.482, -2.473, 1.851], [-4.938, -4.647, 4.216], [-6.216, -3.927, 6.196], [-5.946, -1.629, 7.069], [-4.583, 0.014, 5.829], [-3.303, -0.704, 3.845], [2.213, -2.763, 5.424], [2.769, -2.364, 3.778], [2.224, -4.371, 2.018], [2.918, -6.705, 1.633], [3.495, -8.149, 3.550], [3.584, -7.195, 5.829], [2.866, -4.883, 6.227], [5.888, 0.998, 0.623], [4.954, 2.174, 0.317], [3.735, 1.734, -0.395], [2.736, 1.110, 0.111], [1.752, 0.830, -0.752], [1.985, 1.257, -1.985], [1.161, 1.095, -3.027], [3.527, 2.037, -2.122], [6.782, 1.374, 1.110], [6.190, 0.492, -0.290], [5.402, 0.284, 1.282], [5.481, 2.908, -0.295], [4.662, 2.643, 1.259], [0.213, 0.799, -2.866], [1.376, 1.531, -3.910]],
  "spin_multiplicity": 1,
  "homo_energy_ev": [-15.84, -15.84],
  "gap_ev": [5.368, 5.367],
  "charge": 3
}

---

[3]
{
  "formula": "C32H39CeN5",
  "method": "wB97M-V/def2-TZVPD",
  "elements": ["Ce", "N", "N", "C", "C", "C", "C", "H", "H", "H", "C", "C", "H", "H", "H", "C", "C", "H", "H", "H", "C", "H", "H", "H", "C", "H", "H", "H", "C", "H", "C", "H", "C", "H", "C", "H", "C", "C", "H", "C", "C", "H", "C", "H", "N", "C", "C", "C", "H", "C", "C", "H", "H", "H", "C", "H", "C", "C", "H", "H", "H", "C", "H", "H", "H", "C", "C", "N", "C", "C", "N", "H", "H", "H", "H", "H", "H"],
  "xyz": [[0.276, 0.159, 0.889], [1.807, 1.131, 5.816], [1.117, 1.944, -0.393], [-1.956, -0.713, 0.037], [-2.226, 0.425, 0.852], [-2.063, 0.023, 2.253], [-2.336, 0.779, 3.384], [-2.778, 1.762, 3.270], [-0.646, 1.893, 5.347], [-2.256, 0.324, 4.363], [-1.475, -1.313, 2.231], [-1.151, -2.083, 3.456], [-2.058, -2.541, 3.880], [-0.728, -1.436, 4.232], [-0.438, -2.891, 3.259], [-1.488, -1.785, 0.896], [-1.275, -3.208, 0.499], [-0.215, -3.491, 0.520], [-1.659, -3.402, -0.507], [-1.798, -3.882, 1.194], [-2.654, 1.783, 0.430], [-3.743, 1.906, 0.527], [-2.393, 2.002, -0.614], [-2.188, 2.561, 1.052], [-2.254, -0.826, -1.421], [-1.629, -1.587, -1.902], [-2.069, 0.122, -1.940], [-3.309, -1.095, -1.599], [3.095, 0.852, 5.968], [3.428, 0.507, 6.955], [4.036, 0.942, 4.923], [5.069, 0.648, 5.113], [3.605, 1.379, 3.660], [4.281, 1.383, 2.801], [2.284, 1.791, 3.510], [1.905, 2.250, 2.588], [1.370, 1.656, 4.631], [0.027, 2.012, 4.506], [-0.303, 2.475, 3.575], [0.449, 1.126, -1.262], [1.408, 3.154, -1.032], [2.008, 3.931, -0.603], [0.856, 3.116, -2.271], [0.833, 3.860, -3.043], [0.304, 1.839, -2.436], [-0.320, 1.315, -3.591], [-1.340, 2.035, -4.250], [-2.024, 1.414, -5.305], [-2.818, 1.953, -5.826], [-1.743, 0.094, -5.678], [-2.553, -0.573, -6.753], [-2.674, -1.644, -6.544], [-2.080, -0.479, -7.742], [-3.543, -0.107, -6.811], [-0.713, -0.585, -5.029], [-0.442, -1.603, -5.328], [0.005, 0.000, -3.986], [1.080, -0.819, -3.356], [1.829, -0.268, -2.784], [1.599, -1.363, -4.163], [0.668, -1.596, -2.695], [-1.745, 3.395, -3.794], [-0.967, 4.144, -3.978], [-2.002, 3.406, -2.727], [-2.639, 3.708, -4.340], [2.333, -2.765, -0.453], [2.450, -2.549, 1.008], [1.857, -1.588, 1.729], [2.236, -1.805, 3.062], [3.097, -2.853, 3.114], [3.215, -3.313, 1.806], [2.925, -3.644, -0.744], [1.281, -2.949, -0.731], [2.697, -1.882, -1.004], [1.871, -1.175, 3.861], [3.611, -3.293, 3.947], [3.779, -4.094, 1.488]],
  "spin_multiplicity": 2,
  "homo_energy_ev": [-1.34, -1.35],
  "s_squared": 0.754,
  "gap_ev": [3.392, 3.394],
  "charge": -1
}

---

Calculated F_max, 1.6, 4.9, 3.0 eV/Å (same order as the records).